80
Properties=species:S:1:pos:R:3:forces:R:3:lowdin_charge:R:1 method="wB97M-V/def2-TZVPD" e_lumo_ev=2.25 orbital_gap_ev=5.79 homo_ev=-3.536 total_charge=-1
Ba -0.215 -0.262 0.509 0.447 2.461 0.232 1.772
N -6.533 -4.757 -2.854 -0.044 -0.058 -0.043 0.083
C -5.390 -4.375 -2.151 0.113 -0.055 0.077 -0.329
C -5.017 -3.032 -2.084 -0.021 0.044 -0.010 -0.026
C -3.857 -2.654 -1.437 -0.054 0.209 -0.013 -0.059
C -3.053 -3.615 -0.851 0.330 -0.219 -0.005 -0.277
C -3.407 -4.954 -0.904 0.003 0.035 -0.006 -0.052
C -4.572 -5.333 -1.548 -0.085 0.061 -0.017 -0.035
S -1.536 -3.154 -0.058 0.214 0.542 0.038 0.584
O -1.925 -2.056 0.867 -0.189 -1.510 -0.566 -0.569
O -0.981 -4.319 0.585 -0.067 -0.011 -0.150 -0.307
N -0.680 -2.600 -1.304 0.222 -0.206 0.658 -0.183
C 0.712 -2.594 -1.334 -0.266 -0.591 0.138 -0.538
N 1.422 -2.337 -0.219 -0.760 -0.062 0.453 -0.025
C 2.740 -2.293 -0.261 0.175 -0.284 -0.776 -0.136
C 3.405 -2.536 -1.456 0.130 0.158 0.325 -0.057
C 2.605 -2.771 -2.563 0.033 -0.012 -0.003 -0.142
N 1.284 -2.814 -2.524 -0.184 0.043 -0.258 0.131
H -7.214 -4.026 -2.984 -0.012 -0.006 0.032 0.081
H -6.953 -5.617 -2.539 -0.018 0.007 -0.012 0.082
H -5.646 -2.276 -2.541 -0.013 -0.007 -0.019 0.110
H -3.577 -1.607 -1.378 0.010 -0.019 -0.025 0.094
H -2.766 -5.691 -0.438 0.022 0.015 0.005 0.111
H -4.851 -6.379 -1.588 -0.009 -0.005 -0.024 0.106
H 3.248 -2.055 0.667 0.037 0.022 -0.035 0.116
H 4.482 -2.511 -1.534 0.000 0.020 0.018 0.093
H 3.058 -2.941 -3.536 -0.022 0.006 0.008 0.103
C -2.091 1.271 3.551 -0.011 0.189 0.098 -0.097
O -2.418 0.728 2.290 0.218 -0.228 0.027 -0.281
C -3.637 1.179 1.770 -0.103 -0.020 -0.176 -0.214
C -3.968 0.301 0.575 -0.149 -0.021 0.188 -0.214
O -3.024 0.364 -0.467 0.183 -0.057 -0.003 -0.296
C -3.062 1.574 -1.204 -0.058 0.183 -0.082 -0.093
H -2.784 0.902 4.320 0.004 0.016 -0.041 0.089
H -2.134 2.367 3.529 0.001 -0.019 -0.035 0.096
H -1.071 0.969 3.780 -0.016 -0.011 0.011 0.042
H -3.571 2.243 1.504 0.018 -0.037 -0.018 0.127
H -4.444 1.068 2.511 0.027 -0.017 -0.014 0.129
H -4.968 0.547 0.187 0.016 0.067 0.047 0.129
H -3.964 -0.736 0.914 -0.032 0.001 -0.012 0.113
H -4.082 1.759 -1.569 0.019 -0.033 -0.035 0.095
H -2.379 1.457 -2.040 -0.089 0.060 0.047 0.068
H -2.715 2.421 -0.615 -0.074 -0.031 0.011 0.062
N -1.655 -0.668 -3.284 -0.108 -0.042 -0.295 0.100
C -0.567 0.139 -3.460 0.061 -0.153 0.195 -0.716
N 0.300 0.340 -2.514 -0.140 -0.130 0.106 0.062
C 1.291 1.191 -2.929 -0.040 0.301 -0.610 -0.342
C 1.176 1.653 -4.206 -0.111 -0.255 0.304 -0.357
S -0.248 0.994 -4.934 0.097 0.065 0.071 1.019
C 2.362 1.550 -2.008 0.335 0.405 -0.104 -0.352
C 3.362 2.428 -2.299 -0.219 -0.295 0.193 -0.363
S 4.370 2.619 -0.914 0.015 0.070 -0.106 1.017
C 3.365 1.496 -0.055 -0.203 -0.214 0.004 -0.709
N 2.375 1.010 -0.748 0.122 -0.066 0.199 0.057
N 3.646 1.119 1.221 0.089 0.046 0.123 0.100
H -1.469 -1.411 -2.602 -0.016 -0.066 0.007 0.044
H -2.084 -1.000 -4.133 -0.013 -0.036 0.004 0.090
H 1.818 2.337 -4.732 -0.022 0.022 -0.034 0.061
H 3.528 2.970 -3.213 0.038 0.051 0.011 0.061
H 4.226 1.765 1.734 0.009 -0.012 -0.014 0.072
H 2.823 0.847 1.780 0.010 -0.012 0.018 0.007
F -0.590 3.170 -1.187 0.089 0.039 -0.199 -0.213
C -0.364 2.781 0.199 -0.043 -0.089 -0.171 -0.359
F 0.931 3.345 0.424 0.016 0.046 0.146 -0.184
H -1.025 3.527 0.698 0.096 -0.058 0.141 0.020
C 2.407 3.229 4.737 -0.001 0.017 0.008 -0.062
C 2.449 1.720 5.009 0.060 -0.031 0.046 -0.651
C 3.912 1.270 5.144 -0.031 0.008 -0.011 -0.069
C 1.718 1.422 6.325 -0.002 0.002 0.002 -0.071
C 1.793 1.002 3.903 0.222 0.336 0.568 -0.252
C 1.197 0.485 2.973 -0.271 -0.574 -0.650 -0.179
H 2.937 3.777 5.522 0.001 0.021 0.015 0.075
H 1.375 3.579 4.697 -0.014 -0.002 0.001 0.082
H 2.862 3.460 3.773 0.024 -0.005 -0.003 0.078
H 4.386 1.751 6.005 0.001 0.019 0.014 0.074
H 4.482 1.536 4.252 0.000 -0.012 -0.031 0.066
H 3.970 0.189 5.269 -0.003 -0.012 0.010 0.081
H 2.200 1.941 7.159 0.002 0.013 0.015 0.074
H 1.719 0.351 6.530 0.012 -0.011 0.001 0.080
H 0.680 1.752 6.265 -0.012 -0.002 -0.008 0.076


69
Properties=species:S:1:pos:R:3:forces:R:3:lowdin_charge:R:1 method="wB97M-V/def2-TZVPD" e_lumo_ev=-1.60 orbital_gap_ev=7.06 homo_ev=-8.662 smiles="CC(C)(C)CC(C)(C)c1ccc(OCCOCCC2=C(CCCF)C(=O)C(I)=C(Cl)C2=O)cc1"
C 3.326 -0.241 3.181 -0.318 -0.269 -0.495 -0.058
C 4.219 -1.013 2.191 0.322 -0.446 0.279 -0.554
C 4.678 -2.305 2.920 -0.009 0.340 0.160 -0.059
C 5.481 -0.197 1.853 -0.139 0.257 0.536 -0.038
C 3.422 -1.502 0.960 0.431 0.548 0.045 -0.134
C 3.125 -0.534 -0.208 -0.495 -0.451 -0.448 -0.453
C 4.312 -0.445 -1.204 -0.359 0.448 0.173 -0.023
C 2.731 0.872 0.258 0.026 -0.125 -0.228 -0.045
C 1.937 -1.120 -1.022 -0.363 -0.198 -0.273 -0.168
C 1.176 -0.302 -1.884 -0.197 -0.649 -0.024 -0.027
C 0.132 -0.802 -2.674 0.341 -0.342 0.432 0.005
C -0.191 -2.164 -2.624 0.611 0.297 0.439 -0.292
O -1.190 -2.710 -3.403 0.253 -0.042 0.179 -0.053
C -2.492 -2.206 -3.150 -0.171 -0.072 -0.227 -0.160
C -2.993 -2.606 -1.772 -0.120 -0.001 0.274 -0.166
O -4.149 -1.882 -1.384 -0.065 -0.156 -0.346 -0.113
C -3.927 -0.538 -1.063 0.035 0.368 0.278 -0.192
C -3.210 -0.334 0.284 0.114 -0.428 0.097 -0.097
C -3.692 0.912 0.942 0.077 0.371 0.004 -0.089
C -3.099 2.112 0.887 0.014 -0.412 -0.469 -0.079
C -1.801 2.368 0.171 -0.213 0.490 0.218 -0.107
C -1.805 3.574 -0.785 0.302 -0.334 -0.215 -0.154
C -2.151 3.202 -2.205 -0.374 0.589 0.095 -0.208
F -1.188 2.358 -2.743 0.055 -0.249 -0.032 -0.056
C -3.699 3.250 1.622 -0.311 -0.180 0.169 -0.415
O -3.063 4.238 1.870 0.571 0.615 0.039 0.069
C -5.118 3.155 2.075 -0.261 -0.051 0.009 -0.653
I -6.003 4.935 2.661 0.055 -0.142 -0.020 0.986
C -5.717 1.963 2.119 -0.008 0.749 0.085 -0.654
Cl -7.311 1.738 2.679 -0.028 -0.173 0.006 0.736
C -4.961 0.752 1.710 0.116 -0.071 -0.099 -0.362
O -5.373 -0.339 1.993 -0.320 -0.627 0.121 0.125
C 0.559 -3.000 -1.791 0.069 0.550 -0.132 0.006
C 1.605 -2.487 -1.005 -0.488 0.385 -0.564 -0.015
H 3.167 0.793 2.890 0.045 0.082 0.128 0.065
H 2.345 -0.720 3.208 -0.088 0.028 0.136 0.087
H 3.734 -0.288 4.185 0.154 0.190 0.100 0.076
H 4.851 -2.110 3.977 0.017 0.020 0.094 0.076
H 3.933 -3.095 2.849 -0.072 -0.060 0.005 0.083
H 5.626 -2.665 2.525 -0.052 -0.195 -0.249 0.075
H 5.712 0.449 2.704 0.077 0.013 0.049 0.087
H 5.369 0.458 0.998 0.007 -0.022 -0.087 0.052
H 6.354 -0.828 1.720 0.042 -0.105 -0.309 0.078
H 3.977 -2.346 0.549 -0.052 -0.143 -0.092 0.116
H 2.484 -1.892 1.348 -0.125 -0.085 0.037 0.114
H 4.911 0.444 -1.013 0.256 -0.114 0.107 0.072
H 3.914 -0.316 -2.208 0.077 -0.091 -0.158 0.082
H 4.932 -1.336 -1.174 0.122 -0.068 -0.062 0.087
H 1.728 0.847 0.678 -0.093 0.160 0.184 0.092
H 3.422 1.288 0.982 0.066 -0.045 0.021 0.062
H 2.735 1.551 -0.591 -0.121 0.106 -0.074 0.080
H 1.391 0.752 -1.982 0.061 0.083 0.068 0.103
H -0.401 -0.127 -3.329 -0.070 0.001 -0.021 0.107
H -3.131 -2.666 -3.901 -0.021 0.008 -0.098 0.134
H -2.544 -1.129 -3.312 0.143 0.107 0.095 0.108
H -2.217 -2.516 -1.007 0.183 0.102 -0.092 0.121
H -3.293 -3.650 -1.803 -0.022 -0.097 0.082 0.134
H -3.367 -0.002 -1.836 0.006 -0.020 -0.120 0.112
H -4.911 -0.075 -1.011 -0.128 -0.069 -0.024 0.135
H -2.129 -0.338 0.169 0.074 0.063 -0.058 0.113
H -3.461 -1.179 0.923 -0.113 -0.035 0.018 0.131
H -1.524 1.487 -0.399 0.208 -0.107 0.051 0.097
H -1.047 2.549 0.936 0.129 -0.092 0.023 0.131
H -0.804 4.005 -0.797 0.049 0.075 -0.006 0.122
H -2.475 4.368 -0.474 -0.134 0.069 0.174 0.111
H -2.188 4.103 -2.818 0.079 -0.035 -0.120 0.118
H -3.129 2.721 -2.276 0.043 -0.253 -0.009 0.118
H 0.316 -4.054 -1.783 0.038 -0.034 0.087 0.118
H 2.149 -3.184 -0.387 0.066 -0.023 0.052 0.102


70
Properties=species:S:1:pos:R:3:forces:R:3:lowdin_charge:R:1 method="wB97M-V/def2-TZVPD" multiplicity=5 e_lumo_ev="-6.89 / -9.57" orbital_gap_ev="5.51 / 2.82" homo_ev="-12.393 / -12.393" total_charge=+2
Ru 2.557 -0.501 -1.898 -0.630 1.363 -1.034 0.960
C 1.664 -0.288 0.388 1.848 0.851 0.402 -0.145
C 3.060 -0.272 0.223 -1.483 -0.179 1.911 -0.243
C 3.923 -1.485 0.554 0.085 0.025 0.080 -0.189
C 4.213 -2.448 -0.626 0.381 0.522 0.331 -0.219
C 3.089 -2.640 -1.600 -1.131 -1.470 0.366 -0.278
C 1.752 -2.718 -1.257 1.153 -1.209 -0.291 -0.129
C 1.229 -2.822 0.132 -0.360 0.364 0.662 -0.138
C 0.858 -1.471 0.805 -0.510 -0.384 -0.407 -0.154
C 0.564 -0.268 -2.310 -0.832 -0.033 0.264 -0.171
H 1.131 0.677 0.392 0.426 -0.446 -0.039 0.132
H 3.558 0.704 0.302 -0.217 -0.313 -0.439 0.114
H 3.524 -2.045 1.402 -0.136 0.146 -0.082 0.123
H 4.877 -1.081 0.885 0.067 -0.141 0.022 0.053
H 5.060 -2.004 -1.176 -0.344 -0.201 0.058 -0.012
H 4.609 -3.388 -0.213 -0.276 -0.015 -0.243 0.150
H 3.367 -3.029 -2.589 -0.436 0.510 0.415 0.013
H 1.052 -2.966 -2.045 0.080 -0.001 -0.097 0.114
H 1.932 -3.340 0.785 0.164 -0.059 -0.303 0.122
H 0.322 -3.437 0.119 0.183 0.103 -0.095 0.137
H -0.201 -1.269 0.610 0.192 0.049 0.114 0.122
H 0.953 -1.628 1.887 -0.025 0.289 -0.083 0.143
H 0.027 -0.016 -1.393 0.126 0.117 -0.247 0.020
H 0.139 -1.203 -2.669 0.171 -0.024 -0.312 0.024
H 0.405 0.518 -3.047 0.268 -0.060 -0.043 0.019
P 5.423 -2.597 -3.744 0.773 -2.579 -1.108 1.116
P 7.076 -0.860 -0.729 3.525 0.074 1.084 1.111
N 5.109 -4.339 -3.948 -0.691 0.588 0.298 -0.264
N 6.136 -2.443 -5.369 -0.253 1.096 -0.864 -0.200
N 7.820 -2.170 0.222 -0.754 0.025 0.039 -0.261
N 8.443 0.274 -0.480 -0.423 0.712 -0.713 -0.268
C 6.979 -2.809 -2.834 0.894 0.332 0.410 -0.406
C 7.611 -1.464 -2.417 0.023 -0.040 0.207 -0.372
C 3.836 -4.851 -4.228 0.507 -0.887 0.010 -0.144
C 3.932 -6.227 -4.397 0.046 0.986 0.092 -0.057
C 5.305 -6.583 -4.227 0.321 1.190 0.100 -0.045
C 6.007 -5.407 -3.965 -0.619 -0.838 -0.200 -0.140
C 5.626 -1.562 -6.330 0.698 -1.450 1.898 0.017
C 6.348 -1.729 -7.508 2.229 -1.960 -0.401 0.044
C 7.332 -2.751 -7.264 -1.634 1.951 -1.372 0.044
C 7.157 -3.195 -5.962 -1.102 0.765 0.965 0.020
C 7.385 -2.555 1.506 0.811 -0.838 -0.248 -0.131
C 8.147 -3.637 1.935 -0.210 1.208 -1.397 -0.060
C 9.099 -3.913 0.892 -0.478 0.609 -0.295 -0.064
C 8.883 -3.009 -0.130 -0.307 -0.333 0.763 -0.167
C 9.753 0.108 0.001 0.193 0.614 -0.427 -0.124
C 10.515 1.224 -0.337 -1.414 -0.650 -0.200 -0.067
C 9.655 2.115 -1.073 -0.543 -0.870 0.118 -0.080
C 8.408 1.511 -1.151 1.078 -0.105 0.464 -0.174
H 7.718 -3.327 -3.464 -0.356 0.039 0.250 0.069
H 6.820 -3.454 -1.954 -0.072 0.130 -0.302 0.089
H 8.708 -1.542 -2.365 -0.416 0.070 -0.184 0.082
H 7.383 -0.676 -3.147 0.074 0.036 0.179 0.073
H 2.984 -4.184 -4.272 0.043 -0.180 -0.107 0.099
H 3.108 -6.896 -4.630 0.251 0.207 0.107 0.112
H 5.737 -7.579 -4.293 -0.122 0.343 0.020 0.115
H 7.064 -5.256 -3.807 -0.205 -0.183 0.191 0.097
H 4.793 -0.920 -6.077 0.069 0.052 -0.102 0.137
H 6.181 -1.214 -8.431 0.002 0.196 -0.236 0.126
H 8.058 -3.125 -7.963 0.038 -0.037 -0.111 0.130
H 7.651 -3.994 -5.424 -0.036 0.208 -0.184 0.123
H 6.633 -1.984 2.030 -0.015 -0.081 -0.091 0.097
H 8.068 -4.160 2.863 -0.091 -0.046 0.341 0.096
H 9.864 -4.680 0.905 -0.141 0.173 -0.017 0.107
H 9.429 -2.851 -1.045 0.017 -0.130 0.057 0.102
H 10.041 -0.777 0.547 -0.105 0.100 -0.008 0.100
H 11.563 1.381 -0.110 -0.261 -0.073 0.079 0.103
H 9.937 3.070 -1.504 -0.163 -0.221 0.149 0.101
H 7.499 1.842 -1.624 -0.103 0.127 0.003 0.089
Cl 3.134 1.512 -2.605 0.156 -0.137 -0.167 0.056


It is found that the electronic energy values, taken in the order of the records, are -3208.70458, -2208.48464, -2505.89146 hartree.